Entry 1:
Formula: C13H23Cl3O2Ti
Source: the OMol25 dataset
Level of theory: ωB97M-V/def2-TZVPD

## Properties
Net charge: -2
Calculated total energy, Eh: -2889.79421
Kohn-Sham gap, Eh: 0.2042
Maximum force, Eh/bohr: 0.056

Last column: natural (NBO) charge in e.
Cartesian coordinates (Å):
1 C 1.07 0.07 -1.83  -0.022
2 C 0.84 1.44 -1.69  -0.075
3 C -0.49 1.66 -1.19  -0.105
4 C 1.78 2.51 -2.12  -0.690
5 C -1.12 0.39 -1.07  -0.064
6 C -0.18 -0.60 -1.49  -0.075
7 C -0.52 -1.99 -1.83  -0.630
8 C 2.29 -0.53 -2.43  -0.647
9 C -1.16 2.99 -1.06  -0.632
10 C -2.55 0.18 -0.78  -0.629
11 Ti 0.80 0.44 0.53  1.145
12 Cl 1.76 2.55 0.59  -0.448
13 Cl 2.91 0.31 1.57  -0.461
14 Cl -0.56 1.77 2.13  -0.577
15 H 2.74 2.08 -2.43  0.200
16 H 1.99 3.09 -1.18  0.268
17 H 1.38 3.22 -2.85  0.183
18 H -0.50 3.71 -0.56  0.241
19 H -2.08 2.90 -0.46  0.215
20 H -1.43 3.40 -2.04  0.179
21 H -2.89 0.86 0.02  0.230
22 H -2.73 -0.85 -0.45  0.214
23 H -3.17 0.37 -1.66  0.186
24 H -1.29 -2.37 -1.14  0.208
25 H 0.37 -2.63 -1.75  0.234
26 H -0.91 -2.03 -2.85  0.181
27 H 3.17 0.01 -2.10  0.220
28 H 2.24 -0.48 -3.52  0.176
29 H 2.40 -1.57 -2.11  0.248
30 O 1.71 -1.56 0.26  -1.103
31 H 0.99 -2.12 0.67  0.444
32 C -1.67 -2.25 2.92  -0.610
33 C -0.69 -1.09 2.80  0.092
34 C 0.49 -1.27 3.74  -0.631
35 O -0.34 -0.85 1.48  -0.801
36 H -1.20 -3.17 2.55  0.183
37 H -2.58 -2.05 2.37  0.194
38 H -1.94 -2.41 3.97  0.173
39 H -1.23 -0.20 3.09  0.178
40 H 1.11 -2.09 3.39  0.201
41 H 1.10 -0.36 3.79  0.243
42 H 0.10 -1.49 4.73  0.165

Entry 2:
Formula: C13H23ClInIrN
Source: the OMol25 dataset
Level of theory: ωB97M-V/def2-TZVPD

## Properties
Net charge: -1
Calculated total energy, Eh: -1318.34677
Kohn-Sham gap (alpha / beta), Eh: 0.1609 / 0.2573
Multiplicity: 5
Maximum force, Eh/bohr: 0.075

Last column: natural (NBO) charge in e.
Cartesian coordinates (Å):
1 In -0.20 -0.01 0.04  1.283
2 Cl 0.57 -2.25 1.06  -0.506
3 C 0.26 1.28 1.73  -1.183
4 H -0.44 2.15 1.63  0.207
5 H 1.31 1.59 1.65  0.222
6 H 0.04 0.65 2.62  0.212
7 Ir 2.03 -1.77 -0.81  0.962
8 C 1.52 -3.06 -2.25  -1.067
9 C 3.95 -1.95 -0.28  -1.061
10 C 1.69 0.00 -1.39  -1.083
11 H 4.47 -0.99 -0.47  0.191
12 H 4.00 -2.18 0.81  0.195
13 H 4.43 -2.77 -0.85  0.191
14 H 1.19 -2.52 -3.15  0.187
15 H 2.38 -3.71 -2.50  0.195
16 H 0.69 -3.70 -1.89  0.201
17 H 2.19 0.93 -1.01  0.181
18 H 1.17 0.17 -2.32  0.178
19 C -3.18 0.94 2.46  -0.411
20 N -4.14 0.44 1.50  -0.448
21 C -5.35 1.24 1.45  -0.407
22 C -3.59 0.00 0.22  -0.214
23 C -3.07 1.14 -0.66  -0.133
24 C -3.93 2.08 -1.22  -0.213
25 C -3.42 3.15 -1.94  -0.246
26 C -2.04 3.33 -2.14  -0.223
27 C -1.16 2.38 -1.58  -0.256
28 C -1.73 1.32 -0.89  -0.300
29 H -3.67 1.13 3.42  0.191
30 H -2.76 1.91 2.11  0.173
31 H -2.35 0.24 2.58  0.211
32 H -5.12 2.29 1.17  0.167
33 H -6.07 0.84 0.73  0.192
34 H -5.82 1.27 2.45  0.190
35 H -2.80 -0.75 0.46  0.206
36 H -4.40 -0.52 -0.33  0.197
37 H -5.03 1.94 -1.06  0.199
38 H -4.10 3.86 -2.38  0.198
39 H -1.62 4.15 -2.72  0.203
40 H -0.07 2.47 -1.70  0.222

Entry 3:
Formula: C13H23F5GaNO2P2
Source: the OMol25 dataset
Level of theory: ωB97M-V/def2-TZVPD

## Properties
Net charge: +2
Calculated total energy, Eh: -3820.46427
Kohn-Sham gap (alpha / beta), Eh: 0.2294 / 0.2396
ΔE to the lowest compared entry with this formula, charge and spin, kcal/mol: 158.6
Maximum force, Eh/bohr: 0.076

Last column: natural (NBO) charge in e.
Cartesian coordinates (Å):
1 Ga -0.20 -0.62 0.80  1.012
2 P 2.21 -0.76 0.86  0.938
3 C 2.22 -1.46 -0.86  -0.394
4 C 0.98 -1.68 -1.52  0.149
5 N -0.23 -1.31 -0.93  -0.660
6 C -1.42 -1.46 -1.53  0.293
7 C -1.48 -2.28 -2.65  -0.189
8 C -0.32 -2.60 -3.32  -0.111
9 C 0.89 -2.16 -2.88  -0.149
10 C -2.64 -0.78 -0.88  -0.790
11 P -2.30 0.86 -0.10  1.037
12 H 1.81 -2.28 -3.43  0.265
13 H -2.46 -2.55 -2.97  0.261
14 H -0.39 -3.19 -4.24  0.275
15 H -3.43 -0.64 -1.65  0.286
16 H -3.03 -1.47 -0.09  0.288
17 H 3.46 2.22 -2.40  0.438
18 H 2.99 -1.01 -1.52  0.265
19 H 0.25 4.34 -0.99  0.459
20 O 3.74 2.71 -3.22  -0.900
21 H 2.86 2.83 -3.64  0.464
22 H -0.12 0.77 1.44  -0.024
23 O 0.49 4.63 -0.04  -0.898
24 H 0.73 3.69 0.33  0.444
25 C -2.24 1.93 -1.56  -0.946
26 H -3.15 1.78 -2.17  0.268
27 H -2.12 2.96 -1.22  0.279
28 H -1.35 1.68 -2.14  0.246
29 C -3.79 1.32 0.82  -0.948
30 H -3.49 2.02 1.60  0.282
31 H -4.51 1.83 0.17  0.275
32 H -4.27 0.46 1.29  0.278
33 C 2.38 -2.28 1.82  -0.927
34 H 3.41 -2.56 1.58  0.269
35 H 2.24 -2.13 2.90  0.294
36 H 1.65 -3.00 1.42  0.262
37 C 3.36 0.55 1.39  -0.921
38 H 3.06 0.91 2.38  0.298
39 H 4.37 0.13 1.45  0.286
40 H 3.33 1.43 0.71  0.278
41 F -0.76 -2.10 2.75  -0.332
42 C -0.86 -0.70 2.73  0.305
43 F -2.21 -0.40 2.83  -0.317
44 C -0.12 -0.06 3.88  0.902
45 F -0.69 -0.39 5.05  -0.272
46 F 1.18 -0.50 3.95  -0.324
47 F -0.04 1.30 3.83  -0.292

Entry 4:
Formula: C13H23FO9
Source: the OMol25 dataset
Level of theory: ωB97M-V/def2-TZVPD

## Properties
Net charge: 0
SMILES string: O=COCCCOC[C@@H](F)OCCCC(=O)O.COC(=O)OC
Calculated total energy, Eh: -1286.15642
Kohn-Sham gap, Eh: 0.3910
Maximum force, Eh/bohr: 0.016

Last column: natural (NBO) charge in e.
Cartesian coordinates (Å):
1 O -5.48 -2.98 -3.06  -0.528
2 C -5.04 -2.06 -3.67  0.661
3 O -3.72 -1.81 -3.84  -0.558
4 C -3.10 -1.33 -2.62  -0.066
5 C -1.70 -0.84 -2.97  -0.451
6 C -0.80 -0.89 -1.74  -0.063
7 O -1.45 -0.37 -0.59  -0.543
8 C -1.43 1.04 -0.49  -0.128
9 C -0.08 1.58 -0.02  0.462
10 F -0.05 2.93 -0.33  -0.360
11 O 0.08 1.52 1.36  -0.540
12 C 0.50 0.25 1.87  -0.064
13 C -0.63 -0.49 2.60  -0.427
14 C -1.51 0.48 3.40  -0.510
15 C -2.41 -0.21 4.38  0.797
16 O -2.64 0.18 5.50  -0.568
17 O -2.97 -1.37 3.89  -0.716
18 H -5.69 -1.32 -4.17  0.112
19 H -3.70 -0.52 -2.21  0.180
20 H -3.05 -2.15 -1.90  0.193
21 H -1.75 0.20 -3.31  0.204
22 H -1.29 -1.47 -3.76  0.232
23 H -0.57 -1.93 -1.50  0.194
24 H 0.15 -0.38 -1.93  0.174
25 H -2.16 1.31 0.28  0.205
26 H -1.74 1.54 -1.42  0.183
27 H 0.77 1.11 -0.52  0.139
28 H 0.90 -0.36 1.06  0.187
29 H 1.31 0.44 2.57  0.187
30 H -0.15 -1.18 3.31  0.213
31 H -1.23 -1.09 1.92  0.230
32 H -2.13 1.07 2.74  0.237
33 H -0.90 1.18 3.98  0.235
34 H -3.90 -1.37 4.17  0.498
35 C 5.86 -1.20 -0.87  -0.256
36 O 4.71 -0.56 -0.30  -0.497
37 C 4.80 0.77 -0.25  0.978
38 O 5.73 1.43 -0.62  -0.637
39 O 3.67 1.23 0.29  -0.503
40 C 3.61 2.66 0.41  -0.261
41 H 5.65 -2.26 -0.85  0.196
42 H 6.02 -0.87 -1.89  0.193
43 H 6.75 -0.98 -0.27  0.195
44 H 3.67 3.13 -0.57  0.194
45 H 4.41 3.03 1.05  0.195
46 H 2.65 2.88 0.86  0.207

Entry 5:
Formula: C13H23I2NO3
Source: the OMol25 dataset
Level of theory: ωB97M-V/def2-TZVPD

## Properties
Net charge: 0
SMILES string: CC[C@@H](I)[C@H]1OC(=O)O[C@@]1(CCCI)CCCCN
Calculated total energy, Eh: -1385.02412
Kohn-Sham gap, Eh: 0.3541
ΔE to the lowest compared entry with this formula, charge and spin, kcal/mol: 0.0
Maximum force, Eh/bohr: 0.018

Last column: natural (NBO) charge in e.
Cartesian coordinates (Å):
1 C -2.16 -2.25 0.86  -0.627
2 C -2.53 -0.97 1.63  -0.453
3 C -2.85 0.25 0.74  -0.295
4 I -4.56 1.31 1.52  0.087
5 C -1.74 1.29 0.55  0.041
6 O -1.20 1.67 1.83  -0.505
7 C -0.10 0.91 2.05  0.973
8 O 0.50 0.89 3.07  -0.568
9 O 0.28 0.28 0.92  -0.527
10 C -0.46 0.86 -0.18  0.267
11 C 0.30 2.12 -0.70  -0.432
12 C 1.66 2.40 -0.05  -0.441
13 C 2.43 3.39 -0.90  -0.488
14 I 4.16 4.14 0.11  0.065
15 C -0.63 -0.14 -1.31  -0.427
16 C 0.70 -0.76 -1.78  -0.399
17 C 0.88 -2.26 -1.47  -0.409
18 C 2.01 -2.59 -0.49  -0.213
19 N 1.58 -2.39 0.89  -0.862
20 H -2.57 -3.12 1.37  0.220
21 H -2.57 -2.26 -0.15  0.193
22 H -1.08 -2.38 0.80  0.242
23 H -3.39 -1.18 2.27  0.228
24 H -1.73 -0.72 2.32  0.217
25 H -3.19 -0.07 -0.25  0.225
26 H -2.17 2.17 0.07  0.214
27 H -0.33 3.00 -0.55  0.216
28 H 0.44 2.02 -1.78  0.212
29 H 2.24 1.48 0.05  0.220
30 H 1.53 2.80 0.96  0.224
31 H 2.82 2.94 -1.81  0.218
32 H 1.84 4.27 -1.16  0.217
33 H -1.33 -0.94 -1.05  0.224
34 H -1.10 0.43 -2.12  0.216
35 H 1.53 -0.19 -1.35  0.201
36 H 0.78 -0.63 -2.86  0.212
37 H -0.04 -2.68 -1.05  0.208
38 H 1.06 -2.79 -2.42  0.204
39 H 2.88 -1.96 -0.74  0.172
40 H 2.32 -3.62 -0.63  0.190
41 H 1.95 -1.55 1.32  0.375
42 H 1.83 -3.18 1.48  0.364